ORCA calculation (wB97M-V/def2-TZVPD) on a single C10H7N3O2 molecule.

The geometry in XYZ format:
```
22
C10H7N3O2, DFT wB97M-V/def2-TZVPD
C 3.32716 -0.63565 0.37177
C 2.54504 -1.73903 0.01368
C 2.78048 0.61919 0.52965
C 1.19099 -1.62598 -0.22408
C 1.41121 0.75417 0.31714
C 0.63679 -0.36357 -0.08230
C -0.58142 1.45587 0.08344
C -1.77374 2.28332 -0.00424
C -2.92608 1.88746 -0.41185
C -1.77277 -0.55850 -0.69462
N 0.60829 1.85407 0.40655
N -0.65273 0.10607 -0.24104
N -2.65761 -1.15615 0.19067
O -3.59888 -1.76694 -0.30269
O -2.45910 -1.03237 1.39330
H 4.38420 -0.77704 0.53609
H 3.01277 -2.70743 -0.08564
H 3.36752 1.47796 0.80670
H 0.59487 -2.47851 -0.50939
H -1.56587 3.30540 0.31111
H -3.95128 1.86091 -0.66078
H -1.91982 -0.76325 -1.74348
```

Frontier orbital gap (alpha / beta) in eV: 6.65 / 7.82
Charge: 0
LUMO level (alpha / beta) in Ha: -0.0829 / -0.0374

---

ORCA calculation (wB97M-V/def2-TZVPD) on a single C10H7NO2S molecule.

The geometry in XYZ format:
```
21
C10H7NO2S, DFT wB97M-V/def2-TZVPD
C 2.80097 0.32177 -0.27611
C 1.96880 0.95501 0.58847
C 2.24126 -0.76838 -1.10157
C -3.54460 0.53027 0.13461
C 0.50661 0.73124 0.65606
C 0.92709 -0.99457 -1.01873
C -3.66922 -0.79792 0.03444
C -2.43271 1.31012 0.46304
C -1.09410 -0.86941 0.40414
C -1.46302 1.94548 -0.31851
N 0.08625 -0.50292 -0.01581
O -1.86334 2.69657 -1.19105
O -0.09947 1.81758 -0.06611
S -2.27139 -1.80381 -0.33263
H 3.77344 0.58177 -0.38360
H 2.11375 1.87269 1.21450
H 2.69909 -1.28457 -1.87387
H -4.58187 0.98998 0.10160
H -0.03107 0.58854 1.57781
H 0.53978 -1.68641 -1.74445
H -4.70351 -1.07551 -0.18394
```

Frontier orbital gap (alpha / beta) in eV: 6.97 / 6.97
Charge: 0
LUMO level (alpha / beta) in Ha: -0.0372 / -0.0372

---

ORCA calculation (wB97M-V/def2-TZVPD) on a single C10H7NO4 molecule.

The geometry in XYZ format:
```
22
C10H7NO4, DFT wB97M-V/def2-TZVPD
O -2.79934 -0.94341 0.91249
C -2.45082 -0.15579 -0.00816
O -2.19573 -0.73001 -1.28541
C -2.24938 1.42396 0.25809
N -0.85255 1.78466 0.63588
C -0.23343 0.99784 1.72701
O -0.45344 1.14198 2.95374
C 0.72395 -0.00542 0.94452
C 1.37048 -1.34965 1.33714
C 2.23214 -2.04642 0.22109
C 2.41146 -1.41490 -1.20625
C 1.75677 -0.05037 -1.59005
C 0.90768 0.63066 -0.47789
C 0.06310 1.99822 -0.51918
O 0.12439 2.95472 -1.31393
H -1.73545 -1.59928 -1.16241
H -2.95634 1.74158 1.09082
H -2.46514 1.96854 -0.73852
H 1.19565 -1.79232 2.36840
H 2.71343 -3.05183 0.45668
H 3.04346 -1.95111 -1.99599
H 1.84912 0.44835 -2.60806
```

Structure (SMILES): O=C(O)CN1C(=O)c2ccccc2C1=O
Frontier orbital gap in eV: 8.45
Charge: 0
LUMO level in Ha: -0.0423

---

> Which formula does entry 2 have?

C10H7NO2S

---

> Which value of charge does entry 1 give?

0

---

> Which value of charge does entry 2 give?

0